C34H45BrGeIMgN2O4S2 | ωB97M-V with the def2-TZVPD basis set

The geometry in XYZ format:
```
91
C34H45BrGeIMgN2O4S2 ωB97M-V with the def2-TZVPD basis set
C 0.88 -1.84 3.35
C 1.07 5.35 -1.36
C 2.20 -3.27 5.00
H 0.14 8.56 -3.38
O -0.24 -1.57 2.91
H -1.78 -3.88 2.51
C -1.60 -4.04 1.43
H 4.29 -3.31 4.82
H 2.01 -4.00 5.77
C 3.78 -6.14 -4.03
C 3.75 0.48 2.03
H -4.31 -3.75 1.25
C 4.57 -5.41 -3.12
C 1.01 -2.72 4.53
C 2.06 6.19 -1.94
H -3.38 3.52 2.04
C 3.97 -4.34 -2.45
H 4.45 -0.25 1.73
H 0.94 1.58 -1.70
I 1.87 -2.38 -1.53
O -0.96 -0.08 -1.17
N 1.35 0.23 1.36
C 3.34 -1.85 3.55
H -3.19 -3.01 -1.63
H -1.00 5.19 -0.89
H 3.75 1.25 1.26
H -2.79 2.03 -1.83
C -0.23 5.79 -1.44
C 0.45 1.13 -2.59
C 1.45 4.05 -0.67
S 0.70 2.36 3.30
H -3.54 -2.27 2.08
H 0.04 -3.08 4.93
C 1.87 -4.83 -3.38
Mg -0.53 -0.50 1.35
C -1.00 0.83 -2.28
H 0.81 3.24 -0.95
H -0.52 -3.74 1.23
C -4.44 1.14 1.66
H 2.45 3.81 -0.92
H -4.71 1.38 0.65
H -1.18 2.58 -1.15
H 4.13 -6.98 -4.61
H -4.67 0.01 1.80
H -1.65 1.28 3.58
C -2.96 1.44 1.93
H -4.36 -2.19 0.54
C -0.65 6.92 -2.16
H 0.96 0.23 -3.02
C -2.55 -3.66 -0.92
H 3.10 5.97 -1.88
Br -0.01 -4.57 -3.60
H -2.66 -0.12 -3.40
C -1.61 0.14 -3.51
H -1.56 2.84 -2.76
C 0.38 7.67 -2.72
H 4.32 -1.59 3.15
O -1.75 -1.87 0.42
H -1.60 3.13 1.87
H -1.69 7.12 -2.35
N 1.57 1.54 0.74
C 2.42 -5.84 -4.13
C 1.73 7.38 -2.54
C -2.43 -3.12 0.51
H 0.43 1.88 -3.37
C -2.61 2.92 1.54
H 2.56 7.99 -2.94
H -1.12 -0.89 -3.56
C -2.70 1.11 3.37
C 2.64 -4.05 -2.54
C 2.38 -0.18 2.08
H -3.30 1.69 4.07
H -2.92 0.10 3.60
C 2.24 -1.30 2.95
O -2.14 0.63 1.05
H 3.88 1.04 3.00
C -1.77 2.18 -1.96
H 1.87 -6.42 -4.83
H -1.52 -3.47 -1.34
H -1.37 0.66 -4.42
C -3.79 -2.82 1.15
H -2.66 2.89 0.46
H 5.61 -5.65 -2.84
H -5.11 1.71 2.31
H 4.62 -3.78 -1.78
H -2.88 -4.70 -0.98
S 1.08 4.15 1.07
C 1.23 2.56 1.62
C 3.41 -2.83 4.50
Ge -2.67 -0.47 -0.53
H -1.69 -5.10 1.08
```

Results
Relative energy (zero: lowest compared OMol25 entry of this formula, charge and spin): 278.00 kJ/mol
Multiplicity: 2
HOMO-LUMO gap (alpha / beta): 0.288 / 0.166 Eh
Expectation value of S²: 0.815
Net charge: 0


C3H3N5O | ωB97M-V with the def2-TZVPD basis set

The geometry in XYZ format:
```
12
C3H3N5O ωB97M-V with the def2-TZVPD basis set
N -0.93 -0.37 -1.96
N 0.02 -0.99 2.01
H 2.49 -0.38 -1.56
H -0.72 1.97 1.47
N -1.50 -0.05 -0.95
N 1.38 -0.61 0.13
O 0.59 -0.09 -2.06
C 1.48 -0.40 -1.10
C 0.18 -0.46 0.85
C -0.88 0.53 0.18
N -1.21 1.67 0.61
H -0.92 -0.83 2.39
```

Results
Relative energy (zero: lowest compared OMol25 entry of this formula, charge and spin): 249.36 kJ/mol
HOMO-LUMO gap: 0.347 Eh
SMILES: [H]/N=c1/nconn/c1=N/[H]
Net charge: 0


C3H7NO | ωB97M-V with the def2-TZVPD basis set

The geometry in XYZ format:
```
12
C3H7NO ωB97M-V with the def2-TZVPD basis set
H -0.40 -1.27 0.82
H -0.62 1.22 0.99
N 0.72 -0.41 -0.69
C -0.57 -0.64 -0.06
O 1.76 0.15 1.26
C 1.78 0.01 0.05
H 0.81 -0.42 -1.69
H -1.18 -1.22 -0.77
C -1.27 0.65 0.33
H 2.68 0.21 -0.56
H -1.50 1.26 -0.55
H -2.20 0.44 0.87
```

Results
Relative energy (zero: lowest compared OMol25 entry of this formula, charge and spin): 38.68 kJ/mol
HOMO-LUMO gap: 0.395 Eh
SMILES: CCNC=O
Net charge: 0


C3H7OPS | ωB97M-V with the def2-TZVPD basis set

The geometry in XYZ format:
```
13
C3H7OPS ωB97M-V with the def2-TZVPD basis set
O 3.06 -1.48 0.87
C -2.01 0.74 -0.53
P 0.83 -0.47 -0.45
S 0.80 1.74 0.45
H 0.29 -1.91 -0.64
H 1.43 -0.24 -1.71
C 2.03 -0.88 0.99
H 1.67 -0.33 1.92
H -1.86 1.47 -1.31
H -2.13 -0.13 -1.14
C -0.63 0.53 0.19
H -0.59 0.05 1.24
H -2.89 0.92 0.12
```

Results
Relative energy (zero: lowest compared OMol25 entry of this formula, charge and spin): 329.63 kJ/mol
HOMO-LUMO gap: 0.305 Eh
SMILES: C[C@@H]1S[PH2]1C=O
Net charge: 0


C33H33INO3PS2 | ωB97M-V with the def2-TZVPD basis set

The geometry in XYZ format:
```
74
C33H33INO3PS2 ωB97M-V with the def2-TZVPD basis set
H -2.87 -8.46 -2.07
N -0.86 -0.06 -1.98
S 0.53 -3.30 -4.51
O -4.80 -0.32 -3.51
C -2.89 -1.45 -1.91
C -3.00 -8.72 1.78
H -1.94 -6.85 1.79
H -0.17 4.90 2.31
C 0.36 4.45 3.14
C 1.75 3.32 5.26
C -1.35 -3.69 -1.35
H 3.15 5.45 3.01
H 1.58 1.47 4.18
P -4.17 -0.21 -2.19
H -4.82 -0.19 -0.13
S 0.98 -2.40 -1.20
C 5.19 8.20 1.24
H 0.55 6.30 4.21
C -3.57 -9.71 0.99
H 5.77 8.98 0.74
H 4.58 6.98 4.33
C -3.52 -9.62 -0.39
H -3.18 -4.81 -1.57
C 0.54 1.58 -0.80
H 4.34 7.45 -0.58
H -3.66 1.80 -2.62
C 1.18 -0.72 -0.75
C -2.39 -7.63 1.18
I -0.76 3.15 -1.27
H -3.97 -10.40 -1.00
C -1.50 -1.30 -1.75
H 3.02 5.69 0.56
H 1.78 5.29 6.10
H -3.04 -8.79 2.86
H 2.29 2.88 6.09
C 4.52 7.08 3.25
C -2.91 -8.53 -0.99
O -3.62 1.24 -1.83
C 1.46 4.68 5.27
C 2.31 -0.39 0.00
H -0.74 -0.30 -5.39
H -1.85 -6.69 -0.68
H 1.61 -3.66 -3.82
C -3.47 -2.72 -1.88
H 0.09 1.01 -3.49
C -2.70 -3.84 -1.60
H 1.34 -1.18 -5.25
C 0.76 5.24 4.21
C 3.72 6.22 2.51
H 1.86 2.96 0.19
C -0.76 -2.44 -1.44
C 5.26 8.07 2.62
C 3.66 6.36 1.13
C 2.56 0.93 0.33
C -2.34 -7.54 -0.21
H 5.88 8.74 3.19
C 1.35 2.53 4.19
H -1.43 -1.50 -4.33
H 2.98 -1.18 0.32
H -4.53 -2.83 -2.04
H 3.44 1.20 0.90
C 0.27 0.26 -1.18
C 4.39 7.35 0.49
H 0.35 2.49 2.29
H 1.31 -1.25 -3.50
C -0.76 0.34 -3.40
C 0.66 3.10 3.13
O -5.18 -0.47 -0.98
H -0.74 -4.56 -1.12
C 1.68 1.92 -0.07
H -4.05 -10.56 1.46
H -1.64 0.93 -3.67
C 0.75 -1.50 -4.40
C -0.61 -0.78 -4.41
```

Results
Relative energy (zero: lowest compared OMol25 entry of this formula, charge and spin): 0.00 kJ/mol
HOMO-LUMO gap: 0.308 Eh
SMILES: O=P(O)(O)c1cccc2c1N(CCCS)c1c(I)cccc1S2.c1ccccc1.c1ccccc1.c1ccccc1
Net charge: 0


C5H8N2S | ωB97M-V with the def2-TZVPD basis set

The geometry in XYZ format:
```
16
C5H8N2S ωB97M-V with the def2-TZVPD basis set
H 1.45 -1.55 -0.90
C -1.03 -0.79 -0.38
H 0.39 -0.66 -2.19
N 1.09 0.24 0.48
C -0.63 -0.85 -1.67
H 2.47 1.87 -0.10
N 0.49 2.30 -0.47
C -0.98 -0.11 1.97
H -2.25 -0.90 -0.18
H -1.24 -1.23 -2.38
S 2.21 -1.09 0.32
C 1.33 1.44 -0.07
H -1.94 -1.03 2.02
H -0.74 0.47 3.09
C -0.16 -0.21 0.77
H -0.46 2.08 -0.31
```

Results
Relative energy (zero: lowest compared OMol25 entry of this formula, charge and spin): 588.65 kJ/mol
HOMO-LUMO gap: 0.332 Eh
SMILES: [H]/N=C\N(S)C(=C)C=C
Net charge: 0


C6FeO6 | ωB97M-V with the def2-TZVPD basis set

The geometry in XYZ format:
```
13
C6FeO6 ωB97M-V with the def2-TZVPD basis set
O 0.91 -2.66 -0.26
O -1.63 -0.78 2.19
O -3.70 -0.89 -3.18
C 1.41 0.59 -1.08
O -0.87 2.67 0.32
C -0.21 1.72 0.51
C 1.83 0.44 1.59
Fe 0.55 0.14 0.36
O 1.70 0.81 -2.21
C -0.64 -0.39 1.66
O 2.73 0.66 2.31
C -2.96 -0.73 -2.37
C 0.88 -1.56 0.16
```

Results
Multiplicity: 6
HOMO-LUMO gap (alpha / beta): 0.312 / 0.091 Eh
Expectation value of S²: 8.815
Net charge: +3


C27H62N2O20P4 | ωB97M-V with the def2-TZVPD basis set

The geometry in XYZ format:
```
115
C27H62N2O20P4 ωB97M-V with the def2-TZVPD basis set
H -3.27 3.51 -2.55
H 2.23 -2.56 3.37
O 2.00 -4.47 -0.72
O -1.41 -1.50 1.32
C 5.79 0.48 1.92
H -0.37 -0.84 -3.07
H -4.71 -2.13 1.34
H -1.40 5.33 1.29
O 5.33 1.39 0.95
H -2.36 -4.14 -1.00
H 6.74 0.85 2.32
C 4.40 -2.27 -1.40
H -5.45 -2.01 2.83
C -3.61 -1.19 -2.02
H 3.28 -1.73 2.19
H -3.76 1.83 2.70
O -0.42 3.62 1.86
H -0.27 0.74 -0.64
H 2.45 4.38 -0.95
H -0.38 -0.10 0.73
C -2.69 2.51 -0.14
N -2.16 0.79 -1.78
H 3.98 2.07 3.98
H 2.99 -6.25 -1.09
O 2.88 0.61 0.51
H 1.14 1.90 5.55
O -0.96 1.48 -2.12
O -2.28 2.96 3.51
C 2.73 -5.58 -0.27
C -2.87 0.02 -4.06
H 3.70 -5.44 0.20
H 3.59 0.16 -2.52
C 2.98 0.50 -3.35
O 3.82 -2.75 -0.17
H 2.34 2.60 3.90
H 1.62 3.00 -0.41
H -0.17 1.44 -4.10
H -2.45 -5.01 3.17
H -5.27 -0.03 -2.41
H 2.14 -6.28 0.33
O 0.14 3.14 4.27
H -3.22 -1.68 -1.12
O 1.46 -1.93 -0.66
C 2.30 -2.19 2.35
C 0.17 2.39 5.48
O 5.41 0.27 -5.95
C -3.86 2.63 -2.30
O 3.78 2.87 -0.35
O 3.41 2.58 2.09
H -2.77 -0.79 -4.79
H 0.72 -0.53 -0.36
H -0.99 5.28 3.02
H -5.41 -1.02 -0.92
H -4.03 2.17 4.36
H -5.12 1.49 -0.34
C -3.25 1.67 -1.28
O -3.35 -2.25 2.93
C -3.24 1.91 3.65
H 0.17 5.64 1.72
H -0.88 -5.29 3.92
H -2.26 0.81 -4.48
O -0.60 1.17 2.70
H 0.01 2.96 6.40
H 5.32 -2.85 -1.46
C 2.54 3.30 -0.92
H -3.92 0.35 0.33
C -2.45 -0.36 -2.63
H -3.45 3.08 0.40
H 1.58 -1.38 2.21
H -2.03 3.32 -0.47
H 0.94 1.87 -6.35
C -1.25 -1.33 -2.63
H 5.13 0.32 2.77
O 5.68 0.37 -3.82
C 3.08 2.01 3.36
C -1.65 -4.54 3.74
H 3.30 1.28 -6.60
P -2.05 -2.65 2.02
P 2.27 -3.04 -0.11
C 1.46 1.54 -5.47
H -3.92 0.31 -4.15
C -1.72 -4.13 -0.12
H -4.07 -1.86 -2.74
C 3.55 0.67 -4.59
C 1.66 0.83 -3.14
H 2.68 1.01 3.22
P -0.79 2.58 3.06
H -4.83 2.99 -1.94
H -1.01 -1.63 -1.61
O -2.56 -3.83 1.03
O -1.07 -3.45 2.98
H 3.75 -2.30 -2.27
C -4.52 -1.74 2.34
H -0.93 -3.40 -0.25
H 1.18 0.74 -2.17
H 6.05 -0.48 1.49
H 4.71 -1.23 -1.26
N 4.97 0.43 -4.82
H -2.85 0.94 3.96
C -0.66 5.00 2.02
H -1.39 -2.26 -3.18
O 2.10 -3.29 1.44
H 2.51 2.84 -1.90
P 3.79 1.73 0.77
H -2.01 1.98 0.53
H -4.47 -0.66 2.24
O 0.24 0.23 0.04
H -2.01 -4.10 4.66
C -4.31 0.81 -0.59
H -4.08 2.17 -3.27
H -0.54 1.56 5.50
C 0.90 1.33 -4.22
H -1.31 -5.11 0.10
C 2.81 1.21 -5.64
C -4.77 -0.33 -1.48
```

Results
HOMO-LUMO gap: 0.209 Eh
Net charge: 0


C39H32AsCdN7O2S | ωB97M-V with the def2-TZVPD basis set

The geometry in XYZ format:
```
83
C39H32AsCdN7O2S ωB97M-V with the def2-TZVPD basis set
C 3.42 1.85 1.25
C -6.49 -4.14 -4.15
H -1.28 4.07 -0.57
C -2.31 0.96 -3.03
H 4.39 0.85 3.64
As 2.18 0.36 1.43
C 4.33 -1.21 0.33
C 4.18 -2.91 -1.34
C -1.35 2.89 -4.59
C -2.90 -1.22 -0.18
C 1.05 3.10 -1.59
N -1.70 -0.27 1.70
C -5.44 -2.89 -2.40
H 2.21 -3.29 -2.10
H -1.66 2.64 1.29
C 0.88 4.07 -0.43
C 4.15 4.00 2.08
H 1.29 -1.99 2.83
H -2.92 -3.38 1.56
H -4.27 -0.78 -3.70
H 5.40 3.41 -1.01
C -2.14 0.78 -4.40
H -8.18 -4.61 -1.43
C -3.87 -2.10 -0.62
H -1.11 3.95 -2.74
C 2.38 -2.28 4.65
C 4.12 -0.69 5.10
C -2.48 -2.48 1.98
C 2.16 -1.75 -0.62
C 4.88 4.20 0.92
C -4.39 -1.97 -1.91
C 2.95 -0.99 0.25
H 4.92 -0.63 1.03
N -1.94 2.09 -2.43
C -1.26 -0.34 2.95
N -2.05 -2.55 3.23
C 4.13 2.07 0.08
C 2.07 -1.61 3.48
C 3.40 -1.82 5.47
H 1.64 3.88 0.34
H 6.02 -2.32 -0.38
H 5.44 5.12 0.78
H 1.83 -3.18 4.92
H -6.47 -3.08 -0.52
H 4.93 -0.33 5.72
H 4.10 1.34 -0.72
H -0.64 4.81 0.90
H -2.37 -0.17 -4.87
N -7.44 -4.61 -3.35
H -0.06 2.59 1.64
C -7.40 -4.22 -2.08
N -0.73 2.68 0.88
H -4.72 -2.96 -4.44
C -6.43 -3.38 -1.56
C -5.48 -3.28 -3.73
C 3.81 -0.01 3.92
H -0.71 0.51 3.33
H -6.53 -4.47 -5.18
Cd -0.29 0.70 -0.36
C -3.88 -0.95 -2.70
C -2.90 -0.11 -2.19
O 0.93 3.51 -2.73
C 4.95 -2.16 -0.45
C 2.77 -0.46 3.11
H 4.64 -3.65 -1.97
C 4.86 3.24 -0.09
H 4.15 4.75 2.86
H -0.98 3.69 -5.20
N -1.68 1.75 -5.19
O 1.30 1.88 -1.24
H -4.23 -2.88 0.03
H 2.84 2.69 3.14
C -0.51 3.98 0.20
C -1.46 -1.47 3.72
C 2.81 -2.70 -1.42
C 3.42 2.83 2.24
S 0.40 -1.67 -0.76
H 1.01 5.09 -0.81
C -2.34 -1.33 1.21
H 3.65 -2.34 6.39
N -2.44 -0.23 -0.96
H -1.11 -1.51 4.75
C -1.45 3.04 -3.21
```

Results
Relative energy (zero: lowest compared OMol25 entry of this formula, charge and spin): 19.76 kJ/mol
HOMO-LUMO gap: 0.234 Eh
Net charge: 0


C4H13NO3 | ωB97M-V with the def2-TZVPD basis set

The geometry in XYZ format:
```
21
C4H13NO3 ωB97M-V with the def2-TZVPD basis set
H -2.41 1.78 1.49
H 0.61 -3.32 2.60
H 1.14 2.97 -3.66
H 2.46 3.08 -2.79
H -0.11 -1.15 -0.50
H -1.95 0.59 0.69
H 0.54 0.37 -1.02
H -4.03 0.17 -1.90
C 1.31 -0.36 0.79
H 3.16 0.64 1.45
C 0.95 -1.27 1.90
O -4.18 -0.69 -1.78
H -4.80 -0.75 -0.96
C 2.39 0.41 0.73
C 0.79 -2.61 1.72
N 0.38 -0.34 -0.26
H 2.79 0.86 -0.11
O -2.73 0.94 1.06
H 0.96 -3.14 0.83
O 1.83 2.51 -3.16
H 0.90 -0.68 2.89
```

Results
Relative energy (zero: lowest compared OMol25 entry of this formula, charge and spin): 329.96 kJ/mol
HOMO-LUMO gap: 0.324 Eh
SMILES: C=CC(=C)N.O.O.O
Net charge: 0


C6H12O | ωB97M-V with the def2-TZVPD basis set

The geometry in XYZ format:
```
19
C6H12O ωB97M-V with the def2-TZVPD basis set
H -1.83 0.24 -0.31
H -0.92 -0.21 -2.57
C -0.15 2.30 0.88
C 0.99 -1.88 -0.14
C -0.21 -0.20 -1.75
H 1.87 -1.30 -0.44
H 1.15 -2.91 -0.48
H -0.72 -0.65 1.79
O -0.39 0.23 1.98
H 0.18 2.84 -0.02
H 0.78 0.15 -2.02
H -1.08 -2.05 -0.88
H 0.46 2.62 1.73
H 0.97 -1.90 0.96
H -1.19 2.56 1.10
C -0.29 -1.31 -0.73
C 0.02 0.79 0.73
C -0.75 0.09 -0.37
H 1.09 0.60 0.57
```

Results
Relative energy (zero: lowest compared OMol25 entry of this formula, charge and spin): 106.38 kJ/mol
HOMO-LUMO gap: 0.406 Eh
SMILES: C[C@@H]1C[C@@H]1[C@@H](C)O
Net charge: 0